Below is a single CH3NOP2 molecule at a distorted geometry, with properties calculated with ωB97M-V/def2-TZVPD.

Each line ends with the Mulliken charge.
Element x y z (Å)
1 C -1.9175 -0.4048 -0.3649  0.08
2 N 0.5038 0.0988 0.0114  -0.17
3 O -3.0823 -0.3501 -0.6404  -0.40
4 P -0.7780 0.9631 -0.6776  0.07
5 P 2.1324 0.3228 -0.0419  -0.08
6 H -1.6412 -1.3931 0.1737  0.35
7 H 2.3521 1.6190 0.5738  0.08
8 H 2.4308 -0.8557 0.9658  0.09

Calculated values
Kohn-Sham gap (alpha / beta) = 7.24 / 7.23 eV
E_LUMO (alpha / beta) = -1.69 / -1.69 eV
SMILES = O=C/P=N/P
net charge = 0
HOMO (alpha / beta) = -8.92 / -8.92 eV
energy relative to the best compared isomer or geometry (same formula, charge and spin) = 18.8 kcal/mol